{
  "formula": "C26H30BrIrN3O2",
  "method": "the ωB97M-V functional and the def2-TZVPD basis",
  "total_charge": 1,
  "homo_lumo_gap_ha": [0.1427, 0.1424],
  "e_above_lowest_kj_mol": 365.25,
  "homo_energy_ev": [-9.86, -9.86],
  "e_lumo_ha": [-0.2195, -0.2198],
  "species": ["Ir", "Br", "O", "O", "N", "N", "N", "C", "C", "C", "C", "C", "C", "C", "C", "C", "C", "C", "C", "C", "C", "C", "C", "C", "C", "C", "C", "C", "C", "C", "C", "C", "C", "H", "H", "H", "H", "H", "H", "H", "H", "H", "H", "H", "H", "H", "H", "H", "H", "H", "H", "H", "H", "H", "H", "H", "H", "H", "H", "H", "H", "H", "H"],
  "xyz": [[1.27, -2.22, 1.05], [0.67, -1.47, -1.56], [0.00, 0.11, 0.75], [2.54, -4.08, 4.40], [2.06, -3.93, -0.30], [2.04, -3.47, 2.27], [0.93, -1.29, 3.03], [0.74, -0.51, 5.71], [-1.73, 2.63, -3.96], [-0.21, 0.17, -1.57], [-0.02, 3.05, 1.79], [-2.09, 4.08, 0.93], [0.34, -0.13, 3.38], [2.59, -5.22, -2.27], [-2.71, 1.68, -4.67], [2.05, -3.29, 3.60], [0.23, 0.28, 4.69], [2.67, -4.71, 1.88], [-1.10, 2.03, -0.21], [3.18, -6.20, -1.49], [-0.50, 2.86, -4.86], [3.21, -6.03, -0.13], [-1.37, 2.74, 1.11], [1.35, -1.70, 5.36], [-2.43, 3.98, -3.74], [2.64, -4.89, 0.43], [-1.28, 1.99, -2.67], [-0.41, 0.73, -0.25], [-2.28, 1.85, 1.98], [-0.61, 0.74, -2.72], [1.42, -2.04, 4.03], [2.05, -4.12, -1.65], [-1.49, 2.58, -1.41], [-2.24, 0.74, -4.95], [0.65, 2.19, 1.83], [3.70, -4.74, 2.24], [-3.08, 2.16, -5.58], [1.77, -2.38, 6.08], [2.54, -5.30, -3.35], [-2.73, 4.38, -4.71], [3.66, -6.76, 0.52], [-2.35, 2.26, 2.99], [2.17, -5.55, 2.37], [1.60, -3.38, -2.26], [-0.25, 1.23, 4.91], [0.66, -0.21, 6.74], [3.62, -7.08, -1.95], [-3.57, 1.46, -4.03], [-0.04, 0.46, 2.58], [-0.43, 0.24, -3.66], [-0.19, 3.41, 2.81], [0.24, 3.49, -4.35], [-0.81, 3.37, -5.77], [-3.33, 3.87, -3.13], [-3.07, 3.95, 0.46], [-1.94, 0.82, 2.04], [-2.25, 4.52, 1.91], [-0.02, 1.92, -5.14], [-1.77, 4.70, -3.26], [-3.29, 1.83, 1.55], [0.50, 3.84, 1.24], [-2.00, 3.54, -1.38], [-1.51, 4.78, 0.33]],
  "nbo_charge": [0.90, 0.19, -0.65, -0.54, -0.48, -0.51, -0.43, -0.13, -0.08, -0.13, -0.60, -0.61, 0.06, -0.24, -0.60, 0.61, -0.22, -0.30, -0.01, -0.12, -0.60, -0.23, -0.09, -0.19, -0.61, 0.24, 0.08, 0.36, -0.60, -0.26, 0.10, 0.06, -0.18, 0.21, 0.21, 0.25, 0.22, 0.26, 0.24, 0.23, 0.24, 0.21, 0.25, 0.20, 0.24, 0.24, 0.24, 0.22, 0.27, 0.23, 0.21, 0.22, 0.22, 0.21, 0.21, 0.21, 0.22, 0.21, 0.21, 0.22, 0.22, 0.23, 0.21]
}